# 1
Molecular formula: C44H66BKN5O4S
Method: DFT, ωB97M-V with the def2-TZVPD basis set

Calculated values
M, Da: 811.020
Energy above the lowest of the compared OMol25 structures with the same formula, charge and spin, kcal per mole: 0.0
Lowest unoccupied orbital energy, eV: 2.01
Net charge: -1
F_max, eV/A: 4.35
E_HOMO, eV: -3.2

The geometry in XYZ format:
```
122
C44H66BKN5O4S (ωB97M-V with the def2-TZVPD basis set)
K -11.38 -19.45 3.52
C -14.28 -22.76 3.62
O -13.67 -23.32 4.76
C -12.28 -23.17 4.63
C -11.58 -22.52 5.84
O -11.59 -21.08 5.82
C -12.46 -20.51 6.74
C -13.92 -20.43 6.34
O -13.87 -19.69 5.15
C -15.06 -19.08 4.71
H -13.88 -21.75 3.45
H -14.22 -23.39 2.69
H -15.35 -22.73 3.81
H -11.90 -24.18 4.75
H -11.94 -22.78 3.62
H -12.01 -22.95 6.79
H -10.51 -22.84 5.85
H -12.30 -21.00 7.66
H -12.20 -19.51 6.88
H -14.49 -21.37 6.15
H -14.42 -19.84 7.16
H -15.57 -18.64 5.57
H -14.79 -18.26 4.08
H -15.71 -19.79 4.25
O -13.47 -19.10 2.14
H -13.47 -19.12 1.20
H -13.18 -18.13 2.52
S -8.39 -19.38 6.32
C -8.21 -21.00 6.63
N -8.08 -21.89 5.67
C -7.31 -23.10 5.94
C -7.94 -23.77 7.12
C -7.87 -22.88 8.32
N -8.02 -21.46 7.89
H -8.22 -21.63 4.71
H -6.34 -22.88 6.16
H -7.47 -23.83 5.08
H -7.42 -24.66 7.29
H -9.02 -23.96 6.81
H -6.92 -22.85 8.94
H -8.73 -23.04 9.04
H -7.81 -20.63 8.41
C -11.73 -16.56 -0.26
C -10.69 -15.67 0.32
C -9.90 -14.99 -0.80
C -9.81 -16.27 1.41
C -8.60 -16.86 1.07
C -7.75 -17.26 2.02
C -7.98 -16.97 3.38
C -9.19 -16.41 3.81
C -9.31 -15.92 5.20
C -10.63 -16.10 5.96
C -8.75 -14.47 5.16
C -10.12 -16.08 2.78
N -11.44 -15.57 3.10
B -12.72 -16.32 3.25
N -13.55 -15.16 3.61
C -12.91 -13.94 3.54
C -11.62 -14.23 3.27
C -14.97 -15.28 3.85
C -15.50 -15.17 5.18
C -16.88 -15.31 5.36
C -17.70 -15.58 4.22
C -17.18 -15.71 2.95
C -15.79 -15.49 2.76
C -15.32 -15.56 1.36
C -15.95 -16.63 0.47
C -15.63 -14.19 0.72
C -14.59 -15.03 6.40
C -15.14 -14.04 7.42
C -14.50 -16.43 7.02
H -12.41 -15.95 -0.91
H -12.34 -16.98 0.54
H -11.38 -17.36 -0.88
H -11.24 -14.83 0.85
H -9.21 -15.63 -1.34
H -9.24 -14.19 -0.37
H -10.63 -14.43 -1.42
H -8.35 -17.02 0.01
H -6.88 -17.78 1.69
H -7.17 -17.21 4.07
H -8.53 -16.55 5.79
H -11.31 -15.39 5.66
H -10.34 -15.89 7.00
H -11.06 -17.10 5.94
H -9.35 -13.71 4.55
H -7.67 -14.49 4.95
H -8.80 -14.03 6.16
H -13.37 -12.98 3.75
H -10.80 -13.58 3.23
H -17.35 -15.23 6.29
H -18.78 -15.64 4.30
H -17.83 -16.02 2.07
H -14.27 -15.72 1.26
H -16.95 -16.27 0.21
H -15.92 -17.66 1.01
H -15.35 -16.68 -0.46
H -16.69 -13.96 0.80
H -15.37 -14.26 -0.39
H -14.98 -13.46 1.11
H -13.62 -14.67 6.12
H -16.14 -14.32 7.83
H -15.28 -13.04 6.98
H -14.47 -14.03 8.27
H -15.51 -16.81 7.24
H -13.88 -16.26 7.91
H -14.00 -17.15 6.40
C -10.11 -20.20 -1.66
C -9.93 -21.02 -0.54
C -10.23 -22.44 -0.55
C -9.94 -23.17 0.57
C -9.33 -22.65 1.80
C -9.03 -21.24 1.80
C -9.37 -20.50 0.70
C -9.30 -23.52 2.90
N -9.29 -24.27 3.81
H -10.46 -20.63 -2.62
H -10.14 -19.09 -1.52
H -10.78 -22.95 -1.34
H -10.11 -24.29 0.67
H -8.52 -20.77 2.64
H -9.05 -19.47 0.64
```

# 2
Molecular formula: C44H66O22
Method: DFT, ωB97M-V with the def2-TZVPD basis set

Calculated values
M, Da: 946.990
Energy above the lowest of the compared OMol25 structures with the same formula, charge and spin, kcal per mole: 194.7
Lowest unoccupied orbital energy, eV: -0.25
SMILES: O=C1CCCO1.O=C1CCCO1.O=C1CCCO1.O=C1CCCO1.O=C1CCCO1.O=C1CCCO1.O=C1CCCO1.O=C1CCCO1.O=C1CCCO1.O=C1CCCO1.O=C1CCCO1
Net charge: 0
F_max, eV/A: 6.46
E_HOMO, eV: -10.0

The geometry in XYZ format:
```
132
C44H66O22 (ωB97M-V with the def2-TZVPD basis set)
O 10.34 -23.09 8.92
C 9.70 -22.96 7.90
C 8.35 -23.55 7.66
C 7.75 -22.48 6.70
C 8.87 -21.70 6.05
O 9.97 -22.01 6.92
H 8.54 -24.56 7.30
H 7.79 -23.74 8.58
H 7.13 -23.03 5.99
H 7.09 -21.75 7.17
H 8.99 -22.21 5.09
H 8.77 -20.62 6.15
O 1.09 -27.51 0.44
C 1.92 -26.68 0.78
C 2.42 -26.47 2.11
C 3.77 -25.69 1.97
C 3.75 -25.20 0.53
O 2.62 -25.87 -0.02
H 1.60 -25.91 2.55
H 2.47 -27.47 2.55
H 3.71 -24.86 2.68
H 4.57 -26.39 2.18
H 3.61 -24.12 0.50
H 4.73 -25.39 0.09
O 3.91 -20.86 -2.89
C 2.76 -20.58 -3.04
C 2.01 -19.57 -2.23
C 0.88 -19.27 -3.13
C 0.76 -20.49 -4.04
O 2.10 -20.89 -4.08
H 1.73 -20.08 -1.31
H 2.65 -18.73 -1.96
H 0.08 -19.02 -2.44
H 1.31 -18.38 -3.59
H 0.01 -21.27 -3.87
H 0.46 -20.16 -5.03
O 16.30 -11.37 -2.69
C 15.38 -12.16 -2.37
C 14.70 -12.32 -0.94
C 14.07 -13.63 -1.16
C 13.97 -14.01 -2.67
O 14.86 -13.03 -3.26
H 15.39 -12.31 -0.10
H 14.05 -11.45 -0.82
H 14.37 -14.43 -0.48
H 13.03 -13.41 -0.94
H 14.36 -15.03 -2.67
H 12.97 -14.08 -3.10
O 2.52 -18.22 3.36
C 2.96 -17.52 4.26
C 3.77 -18.00 5.49
C 4.43 -16.62 5.87
C 3.33 -15.69 5.45
O 2.78 -16.16 4.27
H 3.09 -18.25 6.31
H 4.44 -18.83 5.27
H 4.62 -16.60 6.94
H 5.37 -16.56 5.31
H 2.56 -15.78 6.22
H 3.65 -14.66 5.29
O 10.54 -26.16 -4.89
C 9.54 -25.54 -5.24
C 8.25 -26.02 -5.92
C 7.27 -24.91 -5.53
C 8.20 -23.71 -5.33
O 9.50 -24.21 -5.09
H 8.57 -25.99 -6.96
H 8.09 -27.04 -5.58
H 6.61 -24.75 -6.38
H 6.73 -25.06 -4.60
H 8.37 -22.92 -6.06
H 7.80 -23.15 -4.48
O 10.71 -18.28 -6.16
C 11.52 -17.83 -6.97
C 12.51 -18.61 -7.78
C 12.54 -17.68 -8.95
C 12.22 -16.28 -8.45
O 11.54 -16.54 -7.28
H 13.43 -18.83 -7.25
H 12.21 -19.63 -7.99
H 13.54 -17.84 -9.37
H 11.86 -18.10 -9.69
H 13.20 -15.91 -8.15
H 11.77 -15.58 -9.15
O 8.39 -19.31 11.00
C 9.38 -18.62 10.54
C 10.82 -18.42 10.91
C 11.61 -17.51 9.84
C 10.38 -16.95 9.13
O 9.26 -17.77 9.48
H 10.75 -17.93 11.88
H 11.16 -19.41 11.21
H 12.10 -16.64 10.26
H 12.23 -18.04 9.12
H 10.17 -15.98 9.57
H 10.61 -16.69 8.10
O 14.26 -20.96 3.41
C 15.18 -20.50 4.11
C 15.37 -20.36 5.58
C 16.65 -19.57 5.66
C 17.33 -19.50 4.34
O 16.36 -20.15 3.43
H 14.57 -19.82 6.09
H 15.39 -21.34 6.05
H 16.39 -18.58 6.02
H 17.29 -20.09 6.38
H 17.62 -18.54 3.91
H 18.30 -20.00 4.41
O 14.19 -9.55 6.44
C 13.89 -10.75 6.17
C 12.45 -11.20 6.26
C 12.70 -12.73 6.15
C 14.05 -12.92 5.49
O 14.71 -11.69 5.73
H 11.91 -10.87 7.15
H 11.73 -10.87 5.51
H 12.94 -13.12 7.14
H 11.80 -13.13 5.69
H 14.67 -13.66 6.01
H 14.07 -13.21 4.44
O 9.54 -17.32 2.58
C 9.06 -17.78 1.56
C 9.92 -18.31 0.42
C 8.90 -19.11 -0.36
C 7.43 -18.61 0.07
O 7.69 -17.94 1.29
H 10.35 -17.47 -0.14
H 10.61 -18.97 0.95
H 9.04 -18.94 -1.43
H 9.06 -20.17 -0.20
H 6.88 -18.08 -0.70
H 6.79 -19.48 0.25
```